{
  "formula": "C70H178O35S11",
  "method": "ωB97M-V/def2-TZVPD",
  "species": ["C", "S", "O", "C", "H", "H", "H", "H", "H", "H", "C", "S", "O", "C", "H", "H", "H", "H", "H", "H", "C", "S", "O", "C", "H", "H", "H", "H", "H", "H", "C", "S", "O", "C", "H", "H", "H", "H", "H", "H", "C", "S", "O", "C", "H", "H", "H", "H", "H", "H", "C", "S", "O", "C", "H", "H", "H", "H", "H", "H", "C", "S", "O", "C", "H", "H", "H", "H", "H", "H", "C", "S", "O", "C", "H", "H", "H", "H", "H", "H", "C", "S", "O", "C", "H", "H", "H", "H", "H", "H", "C", "S", "O", "C", "H", "H", "H", "H", "H", "H", "C", "S", "O", "C", "H", "H", "H", "H", "H", "H", "C", "O", "C", "C", "O", "C", "C", "O", "C", "H", "H", "H", "H", "H", "H", "H", "H", "H", "H", "H", "H", "H", "H", "C", "O", "C", "C", "O", "C", "C", "O", "C", "H", "H", "H", "H", "H", "H", "H", "H", "H", "H", "H", "H", "H", "H", "C", "O", "C", "C", "O", "C", "C", "O", "C", "H", "H", "H", "H", "H", "H", "H", "H", "H", "H", "H", "H", "H", "H", "C", "O", "C", "C", "O", "C", "C", "O", "C", "H", "H", "H", "H", "H", "H", "H", "H", "H", "H", "H", "H", "H", "H", "C", "O", "C", "C", "O", "C", "C", "O", "C", "H", "H", "H", "H", "H", "H", "H", "H", "H", "H", "H", "H", "H", "H", "C", "O", "C", "C", "O", "C", "C", "O", "C", "H", "H", "H", "H", "H", "H", "H", "H", "H", "H", "H", "H", "H", "H", "C", "O", "C", "C", "O", "C", "C", "O", "C", "H", "H", "H", "H", "H", "H", "H", "H", "H", "H", "H", "H", "H", "H", "C", "O", "C", "C", "O", "C", "C", "O", "C", "H", "H", "H", "H", "H", "H", "H", "H", "H", "H", "H", "H", "H", "H"],
  "coordinates": [[-3.0866, -2.0855, 3.3452], [-4.7714, -1.7902, 3.9383], [-4.6660, -1.4882, 5.4381], [-5.2486, -0.3007, 2.9809], [-3.0669, -2.1914, 2.2605], [-2.7072, -3.0248, 3.7474], [-2.5198, -1.2335, 3.7207], [-6.2484, -0.0125, 3.3058], [-5.3073, -0.5975, 1.9337], [-4.5349, 0.5105, 3.1243], [-1.7864, 0.1597, -2.4375], [-0.1955, -0.8797, -2.5065], [-0.5123, -2.3335, -2.5872], [0.4053, -0.2663, -4.1313], [-2.2796, 0.2446, -3.4058], [-1.4038, 1.1424, -2.1620], [-2.4126, -0.2569, -1.6485], [-0.2543, -0.5665, -4.9455], [1.3406, -0.8253, -4.1039], [0.5604, 0.8126, -4.1200], [-2.1913, -2.9160, 7.3023], [-2.4213, -1.6384, 8.6120], [-1.8029, -2.2459, 9.8589], [-1.2936, -0.3253, 7.9427], [-1.1985, -3.3477, 7.4294], [-2.2042, -2.5358, 6.2808], [-2.9859, -3.6537, 7.4137], [-1.9469, 0.0895, 7.1751], [-0.2781, -0.6095, 7.6666], [-1.2341, 0.4051, 8.7495], [-4.0539, 4.8285, -3.7786], [-2.5560, 5.7781, -3.4200], [-3.1324, 7.1462, -3.0073], [-2.1835, 4.9526, -1.8202], [-3.8622, 3.8105, -4.1177], [-4.5397, 5.4630, -4.5198], [-4.6451, 4.7632, -2.8652], [-1.7570, 5.6860, -1.1360], [-1.5382, 4.0951, -2.0111], [-3.0570, 4.4967, -1.3540], [3.1277, 5.2880, 6.0435], [3.0377, 5.4087, 4.2227], [3.7947, 6.7084, 3.9725], [4.0154, 3.9284, 3.8853], [2.8078, 4.3347, 6.4643], [2.5584, 6.1220, 6.4541], [4.0857, 5.4639, 6.5328], [4.1567, 3.7797, 2.8148], [3.4910, 3.0172, 4.1729], [5.0025, 4.0156, 4.3392], [2.8490, 2.6429, 0.1457], [1.4207, 3.5272, -0.5726], [0.5826, 2.3271, -1.0254], [0.8413, 4.1597, 1.0333], [3.5643, 3.2927, 0.6498], [3.2615, 2.0812, -0.6925], [2.4136, 1.9729, 0.8870], [-0.1179, 4.6457, 0.8548], [1.5659, 4.8540, 1.4588], [0.5924, 3.4114, 1.7858], [2.3905, -4.4170, 4.9357], [0.6461, -4.3331, 4.1735], [0.2139, -2.9014, 4.1472], [1.1667, -4.7943, 2.4919], [2.7236, -5.4533, 4.9922], [2.1902, -4.0225, 5.9319], [3.0392, -3.7591, 4.3575], [1.9410, -4.0976, 2.1706], [0.3204, -4.7352, 1.8075], [1.5880, -5.7959, 2.4067], [-3.5583, 2.9071, 7.3056], [-5.0522, 2.0154, 6.7626], [-6.2053, 2.5845, 7.5250], [-5.2848, 2.6201, 4.9835], [-3.6004, 3.8846, 6.8251], [-2.6477, 2.4085, 6.9734], [-3.6800, 3.0459, 8.3798], [-5.5363, 3.6806, 4.9657], [-6.1285, 2.1302, 4.4975], [-4.3983, 2.5267, 4.3563], [6.2299, 0.4360, 1.1613], [7.1072, 2.0334, 0.8859], [5.9951, 3.0441, 0.4660], [7.4904, 2.4481, 2.6934], [5.2519, 0.5724, 1.6228], [6.7980, -0.0774, 1.9371], [6.1693, -0.2212, 0.2939], [7.9397, 3.4407, 2.7270], [8.2314, 1.7626, 3.1046], [6.6686, 2.4224, 3.4090], [-0.5749, -1.5923, 0.8252], [-0.8713, 0.2070, 1.1429], [-2.4286, 0.3133, 1.2539], [-0.1494, 0.3236, 2.7767], [-0.6251, -2.1849, 1.7386], [0.4472, -1.6813, 0.4570], [-1.1539, -1.9963, -0.0052], [-0.4230, 1.3257, 3.1069], [0.9352, 0.2448, 2.7024], [-0.6594, -0.3790, 3.4358], [2.6394, -1.1813, 5.9121], [3.5586, -0.2032, 4.6672], [2.6434, 0.9040, 4.2691], [4.7800, 0.5440, 5.8518], [2.2622, -0.4722, 6.6489], [3.3411, -1.8668, 6.3874], [1.7743, -1.7276, 5.5364], [5.2377, -0.2332, 6.4637], [4.2361, 1.1514, 6.5752], [5.5266, 1.1831, 5.3802], [-0.7557, 7.8944, 0.5063], [0.4330, 7.2959, 0.9700], [0.9389, 7.6515, 2.2449], [0.0969, 7.2707, 3.4120], [-0.2877, 5.8840, 3.2715], [-1.1542, 5.4859, 4.3466], [-1.9556, 4.1479, 4.0189], [-3.2337, 4.3631, 3.3196], [-3.0608, 4.4174, 1.8971], [-0.6823, 8.9762, 0.3955], [-1.6157, 7.7569, 1.1619], [-1.0390, 7.5044, -0.4713], [0.9816, 8.7406, 2.2427], [1.9367, 7.2669, 2.4560], [-0.8487, 7.8066, 3.4943], [0.5666, 7.6520, 4.3187], [-1.9410, 6.2215, 4.5143], [-0.5143, 5.3693, 5.2213], [-2.2079, 3.6129, 4.9345], [-1.3010, 3.4001, 3.5713], [-2.3948, 5.2232, 1.5885], [-4.0404, 4.4797, 1.4233], [-2.5838, 3.5442, 1.4521], [4.5741, -2.7762, -5.8518], [4.8998, -4.0557, -5.3272], [3.9211, -5.0998, -5.3984], [2.6441, -4.8786, -4.5374], [2.9753, -5.0663, -3.2035], [1.9556, -4.7930, -2.2989], [0.4231, -5.1236, -2.6955], [0.2709, -6.4943, -3.0550], [-1.0728, -6.7412, -3.4072], [3.9231, -2.1496, -5.2422], [4.1894, -2.7451, -6.8712], [5.4636, -2.1465, -5.8691], [4.3788, -6.0456, -5.1085], [3.5169, -5.3000, -6.3907], [1.8826, -5.5292, -4.9676], [2.3190, -3.8462, -4.6662], [2.0369, -3.7274, -2.0848], [2.1669, -5.3194, -1.3681], [0.0515, -4.4212, -3.4416], [-0.1265, -4.8776, -1.7869], [-1.7041, -6.7941, -2.5202], [-1.1595, -7.7546, -3.7991], [-1.4925, -5.9908, -4.0772], [1.5644, 1.3360, 13.1433], [1.8817, 1.5971, 11.7992], [1.9629, 0.3970, 11.0187], [2.3642, 0.6390, 9.5589], [1.3760, 1.2692, 8.8550], [1.2496, 2.6843, 8.9252], [0.0369, 3.2043, 8.1386], [0.2904, 3.3443, 6.6724], [0.6182, 2.1739, 5.9179], [1.9797, 2.1688, 13.7108], [2.2214, 0.5631, 13.5424], [0.5428, 1.1302, 13.4630], [1.0111, -0.1238, 10.9135], [2.7355, -0.2411, 11.4476], [2.5017, -0.3668, 9.1619], [3.3392, 1.1251, 9.5220], [2.1034, 3.2300, 8.5236], [1.0962, 2.9760, 9.9642], [-0.3245, 4.1728, 8.4842], [-0.8218, 2.5420, 8.2485], [0.6936, 2.5628, 4.9025], [-0.1836, 1.4443, 6.0312], [1.5875, 1.7770, 6.2199], [-5.8306, -1.8700, -6.2412], [-4.5913, -2.5114, -6.2817], [-3.6910, -2.0619, -5.2555], [-2.4979, -2.8978, -5.2621], [-1.8521, -2.5726, -6.5123], [-0.4894, -3.0609, -6.5588], [0.0851, -2.9834, -8.0205], [1.4995, -3.1424, -8.0023], [2.1251, -2.9206, -9.2705], [-6.4194, -2.2251, -7.0869], [-5.8281, -0.7833, -6.3256], [-6.4099, -2.1003, -5.3471], [-4.1782, -1.8735, -4.2988], [-3.3608, -1.0869, -5.6136], [-2.6820, -3.9467, -5.0296], [-1.9079, -2.4990, -4.4369], [-0.3781, -4.0585, -6.1341], [0.1420, -2.4079, -5.9564], [-0.2546, -2.0495, -8.4683], [-0.3692, -3.6321, -8.7693], [2.1464, -1.8937, -9.6354], [1.6269, -3.5381, -10.0179], [3.1838, -3.1787, -9.2481], [4.0433, 0.6355, -2.8855], [4.3909, 0.0732, -4.1659], [4.7953, 0.9836, -5.1876], [3.5634, 1.8067, -5.7238], [2.3798, 1.0569, -6.1601], [2.5024, 0.1348, -7.2708], [2.9969, 0.8457, -8.5828], [1.9261, 1.5933, -9.0733], [2.3566, 2.3243, -10.1599], [3.0440, 1.0685, -2.9319], [4.6442, 1.4327, -2.4480], [4.0749, -0.0830, -2.0665], [5.2300, 0.2798, -5.8974], [5.4515, 1.7769, -4.8298], [3.8909, 2.4866, -6.5103], [3.3033, 2.5114, -4.9340], [1.5489, -0.3835, -7.3713], [3.2588, -0.6308, -7.0981], [3.2050, 0.1106, -9.3603], [3.9150, 1.4110, -8.4229], [2.5829, 1.6948, -11.0204], [3.0701, 3.0942, -9.8661], [1.4352, 2.7949, -10.5030], [3.5540, -2.4446, 0.4927], [4.8603, -2.6652, -0.0415], [4.9593, -3.0788, -1.4137], [6.3326, -2.8471, -1.9365], [6.6615, -1.4894, -2.0410], [8.0132, -1.2102, -2.5282], [8.2417, 0.2385, -2.9884], [9.4750, 0.5675, -3.6534], [9.8672, 1.9195, -3.6661], [2.9104, -3.2256, 0.0880], [3.1987, -1.4945, 0.0938], [3.5396, -2.4333, 1.5826], [4.2972, -2.4702, -2.0296], [4.7194, -4.1288, -1.5812], [6.3855, -3.3377, -2.9084], [7.0439, -3.3410, -1.2746], [8.3356, -1.8825, -3.3233], [8.8361, -1.3645, -1.8303], [8.1443, 0.7748, -2.0444], [7.3686, 0.5221, -3.5761], [9.6427, 2.2417, -2.6493], [9.2013, 2.4798, -4.3225], [10.8895, 2.1340, -3.9774], [-7.1198, -5.0127, -4.7936], [-6.8168, -5.3523, -3.4928], [-6.0693, -6.5489, -3.2369], [-4.5542, -6.3449, -3.2259], [-4.0803, -5.6136, -2.0946], [-4.3778, -4.2090, -2.0067], [-3.3697, -3.2921, -1.2718], [-3.1991, -3.4590, 0.0951], [-2.9733, -4.7632, 0.5781], [-7.6866, -4.0839, -4.8582], [-7.7378, -5.7959, -5.2326], [-6.2604, -4.8398, -5.4415], [-6.3604, -7.3276, -3.9420], [-6.3937, -6.8559, -2.2426], [-4.3161, -5.7387, -4.0999], [-4.0350, -7.2973, -3.3338], [-5.2481, -4.1172, -1.3569], [-4.6131, -3.7434, -2.9638], [-3.5614, -2.2373, -1.4687], [-2.3942, -3.4751, -1.7224], [-3.8285, -5.4101, 0.3826], [-2.6651, -4.8468, 1.6202], [-2.1688, -5.1170, -0.0667], [-4.4390, 1.5180, -0.6346], [-5.6291, 1.8414, -1.3064], [-5.6328, 1.5238, -2.7116], [-5.9155, -0.0091, -3.0363], [-7.0140, -0.5685, -2.2844], [-8.3366, -0.0841, -2.5168], [-8.8756, -0.3919, -3.8967], [-8.1870, 0.4908, -4.7793], [-8.6117, 0.3465, -6.1334], [-4.3771, 2.1512, 0.2504], [-3.5542, 1.8474, -1.1792], [-4.3786, 0.4776, -0.3149], [-4.6580, 1.7689, -3.1333], [-6.4320, 2.1034, -3.1737], [-5.1224, -0.6170, -2.6010], [-6.0960, -0.1058, -4.1069], [-8.3484, 0.9989, -2.3946], [-8.9684, -0.6686, -1.8480], [-9.9060, -0.0520, -4.0009], [-8.7104, -1.4321, -4.1772], [-8.5412, -0.6640, -6.5360], [-8.1163, 0.9884, -6.8619], [-9.6553, 0.6607, -6.1531]],
  "energy_ha": -9786.3242,
  "lumo_energy_ha": -0.00956,
  "orbital_gap_ev": 7.8,
  "charge": 0,
  "homo_ev": -8.1
}

=====

{
  "formula": "C70H56BrClIKN5PS3",
  "method": "ωB97M-V/def2-TZVPD",
  "species": ["K", "N", "S", "N", "S", "N", "S", "N", "C", "C", "C", "C", "C", "C", "C", "C", "C", "C", "C", "C", "C", "C", "C", "C", "C", "C", "C", "C", "C", "C", "C", "C", "C", "C", "C", "C", "C", "C", "C", "C", "C", "C", "C", "C", "H", "H", "H", "H", "H", "H", "H", "H", "H", "H", "H", "H", "H", "H", "H", "H", "H", "H", "H", "H", "H", "H", "H", "H", "H", "H", "H", "H", "H", "H", "C", "C", "C", "C", "C", "Br", "N", "C", "H", "H", "H", "H", "H", "H", "Cl", "C", "C", "C", "C", "C", "C", "P", "C", "C", "C", "C", "C", "C", "C", "C", "C", "C", "C", "C", "H", "H", "H", "H", "H", "H", "H", "H", "H", "H", "H", "H", "H", "H", "I", "C", "C", "C", "C", "C", "C", "C", "C", "C", "C", "H", "H", "H", "H", "H", "H"],
  "coordinates": [[0.2434, 0.0774, 0.1706], [-1.2481, 1.3334, 1.5343], [-2.1689, 2.1243, 2.3067], [-1.6382, 2.8613, 3.7185], [-0.4276, 3.8188, 3.6899], [0.7771, 3.6993, 2.7544], [1.9061, 2.4713, 2.4527], [1.8316, 1.7080, 1.2301], [1.8670, 1.4903, 3.9561], [2.7217, 1.6817, 5.0310], [2.6682, 0.7907, 6.0958], [1.7715, -0.2696, 6.0775], [0.9163, -0.4484, 4.9938], [0.9677, 0.4302, 3.9220], [3.3778, 3.4983, 2.6214], [3.4616, 4.6313, 3.4160], [4.6470, 5.3500, 3.4582], [5.7375, 4.9371, 2.7035], [5.6433, 3.8053, 1.9056], [4.4603, 3.0812, 1.8645], [0.0039, 3.8833, 5.4170], [-0.3460, 2.8378, 6.2530], [0.0751, 2.8716, 7.5726], [0.8237, 3.9414, 8.0427], [1.1498, 4.9934, 7.1948], [0.7356, 4.9689, 5.8737], [-0.9830, 5.4885, 3.3869], [-2.2030, 5.8601, 3.9298], [-2.6742, 7.1427, 3.7073], [-1.9257, 8.0345, 2.9489], [-0.7059, 7.6453, 2.4128], [-0.2243, 6.3647, 2.6318], [-3.5793, 1.2670, 3.0033], [-4.2088, 1.6169, 4.1896], [-5.2733, 0.8479, 4.6375], [-5.6908, -0.2578, 3.9063], [-5.0446, -0.6032, 2.7250], [-3.9815, 0.1611, 2.2692], [-2.8906, 3.5284, 1.4384], [-2.0862, 4.0794, 0.4528], [-2.5183, 5.2110, -0.2213], [-3.7539, 5.7706, 0.0818], [-4.5583, 5.2006, 1.0599], [-4.1254, 4.0770, 1.7503], [3.4308, 2.5000, 5.0398], [3.3373, 0.9248, 6.9390], [1.7462, -0.9678, 6.9068], [0.2247, -1.2827, 4.9659], [0.3145, 0.3146, 3.0602], [2.6079, 4.9503, 3.9888], [4.7176, 6.2386, 4.0753], [6.6614, 5.5051, 2.7343], [6.4865, 3.4810, 1.3070], [4.3603, 2.2051, 1.2383], [-0.9284, 2.0083, 5.8655], [-0.1776, 2.0501, 8.2321], [1.1498, 3.9609, 9.0762], [1.7208, 5.8365, 7.5646], [0.9625, 5.7979, 5.2108], [-2.7807, 5.1428, 4.5048], [-3.6303, 7.4444, 4.1178], [-2.2995, 9.0360, 2.7702], [-0.1268, 8.3389, 1.8150], [0.7193, 6.0294, 2.2086], [-3.8552, 2.4681, 4.7604], [-5.7717, 1.1063, 5.5642], [-6.5175, -0.8593, 4.2657], [-5.3570, -1.4755, 2.1631], [-3.4402, -0.1037, 1.3609], [-1.1324, 3.6043, 0.2267], [-1.8939, 5.6476, -0.9946], [-4.0965, 6.6501, -0.4532], [-5.5288, 5.6302, 1.2845], [-4.7494, 3.6287, 2.5137], [-3.0620, -4.1569, -3.2728], [-2.9372, -2.6667, -3.1236], [-3.2666, -1.7795, -4.1411], [-3.0740, -0.4171, -3.9665], [-2.5395, -0.0171, -2.7541], [-2.1967, 1.8411, -2.4564], [-2.2182, -0.8173, -1.7722], [-2.4236, -2.1221, -1.9522], [-3.7231, -4.4220, -4.0985], [-3.4485, -4.6108, -2.3587], [-2.0804, -4.5992, -3.4636], [-3.6706, -2.1518, -5.0772], [-3.3145, 0.3019, -4.7355], [-2.1279, -2.7589, -1.1238], [2.9213, -1.1348, 0.5948], [4.2648, -0.1540, 0.1232], [5.4608, -0.3846, 0.7996], [6.5932, 0.3393, 0.4785], [6.5347, 1.2959, -0.5259], [5.3384, 1.5218, -1.1858], [4.1713, 0.8100, -0.8847], [2.5761, 1.1788, -1.7490], [2.6883, 3.0011, -2.0340], [3.4164, 3.5854, -3.0740], [3.4292, 4.9636, -3.2504], [2.7020, 5.7827, -2.3994], [1.9447, 5.2168, -1.3859], [1.9278, 3.8376, -1.2103], [2.9310, 0.5830, -3.4465], [2.0128, 0.9366, -4.4401], [2.1371, 0.4400, -5.7281], [3.1699, -0.4348, -6.0421], [4.0731, -0.8092, -5.0597], [3.9551, -0.3052, -3.7679], [5.4845, -1.1407, 1.5746], [7.5193, 0.1522, 1.0094], [7.4171, 1.8652, -0.7960], [5.3050, 2.2772, -1.9546], [3.9646, 2.9597, -3.7652], [4.0064, 5.3972, -4.0596], [2.7142, 6.8593, -2.5394], [1.3527, 5.8485, -0.7300], [1.3418, 3.3975, -0.4195], [1.1903, 1.6021, -4.1989], [1.4183, 0.7289, -6.4880], [3.2603, -0.8309, -7.0468], [4.8743, -1.5014, -5.2919], [4.6624, -0.6179, -3.0100], [-1.2088, -2.8191, 1.8187], [-0.2274, -4.3133, 0.6892], [-0.2873, -5.5961, 1.1541], [0.3416, -6.6244, 0.4170], [0.9864, -6.3279, -0.7496], [1.0401, -4.9973, -1.2406], [1.6863, -4.6963, -2.4627], [1.7021, -3.4037, -2.9164], [1.0906, -2.3734, -2.1659], [0.4436, -2.5643, -0.9541], [0.4300, -3.9267, -0.5123], [-0.8075, -5.8284, 2.0760], [0.3014, -7.6437, 0.7845], [1.4670, -7.1137, -1.3268], [2.1546, -5.5012, -3.0247], [2.1928, -3.1651, -3.8596], [1.1406, -1.3684, -2.6016]],
  "energy_ha": -8442.3072,
  "lumo_energy_ha": -0.00674,
  "e_above_lowest_kj_mol": 94.00,
  "orbital_gap_ev": 5.3,
  "charge": 0,
  "homo_ev": -5.5
}